P.
2 unconnected molecules or ions with the total composition C5H11NO2. Source: OMol25; level of theory: ωB97M-V with the def2-TZVPD basis set.

Values from the calculation:
M: 117.1 g/mol
Orbital gap: 0.161 hartree
Spin multiplicity: 1
LUMO level: -4.442 eV

The geometry in XYZ format:
```
19
C5H11NO2 | OMol25 | ωB97M-V with the def2-TZVPD basis set
O 1.827 0.886 1.248
C 1.879 -0.112 1.970
N 1.195 -1.268 1.838
C 0.403 -1.350 0.678
C -1.927 0.690 -0.752
C -1.345 2.110 -0.916
O -1.135 -0.283 -1.283
C 1.284 -1.622 -0.554
H 2.525 -0.076 2.857
H 0.613 -1.606 -1.416
H -0.141 -0.396 0.486
H -2.150 0.500 0.310
H -0.430 2.038 -1.503
H -2.046 2.746 -1.461
H -1.077 2.563 0.038
H -2.927 0.651 -1.228
H 1.828 -2.553 -0.421
H 1.994 -0.809 -0.672
H -0.370 -2.110 0.783
```

These are the Löwdin partial charges, in e, on atoms 1 to 8: number 1, O, carries 0.04; number 2, C, carries -0.36; number 3, N, carries 0.14; number 4, C, carries -0.29; number 5, C, carries -0.39; number 6, C, carries -0.07; number 7, O, carries -0.07; number 8, C, carries -0.05

Q.
A molecular structure, C5H11NO2. Source: OMol25; level of theory: ωB97M-V with the def2-TZVPD basis set.

Values from the calculation:
M: 117.1 g/mol
Orbital gap: 0.321 hartree
Spin multiplicity: 1
LUMO level: 0.355 eV

The geometry in XYZ format:
```
19
C5H11NO2 | OMol25 | ωB97M-V with the def2-TZVPD basis set
C 2.521 0.093 0.352
C -0.004 1.205 -1.383
C -0.506 0.791 -0.041
O 1.261 0.315 0.977
N -1.221 1.373 0.798
H -1.576 2.284 0.516
H 3.000 1.051 0.152
H 3.164 -0.471 1.033
H 2.405 -0.466 -0.581
H -0.847 1.320 -2.064
H 0.649 0.435 -1.792
H 0.549 2.142 -1.314
C -1.962 -1.596 0.757
C -0.818 -1.103 -0.098
O -0.495 -1.674 -1.117
H 0.585 -0.511 0.902
H -2.858 -1.739 0.151
H -1.681 -2.559 1.191
H -2.164 -0.891 1.562
```

These are the Löwdin partial charges, in e, on atoms 1 to 8: number 1, C, carries -0.13; number 2, C, carries -0.05; number 3, C, carries -0.37; number 4, O, carries -0.19; number 5, N, carries 0.12; number 6, H, carries 0.07; number 7, H, carries 0.09; number 8, H, carries 0.08

Most stable: Q. Least stable: P.

P.
2 unconnected molecules or ions with the total composition C5H11NO2. Source: OMol25; level of theory: ωB97M-V with the def2-TZVPD basis set.

Values from the calculation:
M: 117.1 g/mol
Orbital gap: 0.361 hartree
Spin multiplicity: 1
LUMO level: 0.269 eV

The geometry in XYZ format:
```
19
C5H11NO2 | OMol25 | ωB97M-V with the def2-TZVPD basis set
C -1.886 0.826 -1.282
C -1.599 -0.896 0.664
O -3.166 1.118 -1.380
O -1.067 1.709 -0.587
N -2.184 -0.527 -0.392
H -1.663 2.273 -0.073
H -3.265 -0.157 -0.673
H -1.331 0.496 -2.169
H -0.587 -0.555 0.873
H -2.097 -1.547 1.379
C 2.078 0.243 -0.595
C 2.153 -0.039 0.873
C 2.071 -1.241 1.433
H 2.272 0.831 1.514
H 2.993 0.735 -0.939
H 1.946 -0.673 -1.173
H 1.248 0.919 -0.812
H 1.953 -2.138 0.834
H 2.130 -1.376 2.505
```

These are the Löwdin partial charges, in e, on atoms 1 to 8: number 1, C, carries -0.55; number 2, C, carries 0.05; number 3, O, carries -0.14; number 4, O, carries 0.00; number 5, N, carries 0.04; number 6, H, carries 0.11; number 7, H, carries 0.17; number 8, H, carries 0.14

Q.
C5H11NO2 in the gas phase. Source: OMol25; level of theory: ωB97M-V with the def2-TZVPD basis set.

Values from the calculation:
M: 117.1 g/mol
Orbital gap: 0.356 hartree
SMILES string: CC(C)COC(N)=O
Spin multiplicity: 1
LUMO level: 0.536 eV

The geometry in XYZ format:
```
19
C5H11NO2 | OMol25 | ωB97M-V with the def2-TZVPD basis set
C 2.037 -0.296 0.526
C 0.698 0.039 -0.134
C 0.735 1.382 -0.846
C -0.426 0.263 1.245
O -1.375 -0.691 1.193
C -1.866 -0.370 -0.332
N -2.075 -1.604 -0.867
O -2.414 0.657 -0.566
H 2.834 -0.375 -0.215
H 2.304 0.484 1.240
H 1.979 -1.239 1.071
H 0.538 -0.719 -0.906
H 0.790 2.211 -0.139
H 1.618 1.467 -1.483
H -0.071 1.482 -1.572
H 0.176 0.175 2.158
H -0.817 1.275 1.096
H -3.046 -1.779 -1.084
H -1.618 -2.364 -0.387
```

These are the Löwdin partial charges, in e, on atoms 1 to 8: number 1, C, carries -0.11; number 2, C, carries -0.34; number 3, C, carries -0.11; number 4, C, carries -0.21; number 5, O, carries -0.08; number 6, C, carries -0.47; number 7, N, carries 0.17; number 8, O, carries 0.16

R.
C5H11NO2 in the gas phase. Source: OMol25; level of theory: ωB97M-V with the def2-TZVPD basis set.

Values from the calculation:
M: 117.1 g/mol
Orbital gap: 0.379 hartree
SMILES string: C[C@@H]1O[C@@](N)(O)[C@H]1C
Spin multiplicity: 1
LUMO level: 0.943 eV

The geometry in XYZ format:
```
19
C5H11NO2 | OMol25 | ωB97M-V with the def2-TZVPD basis set
C -2.206 -0.531 0.239
C -1.034 0.081 -0.478
O -0.096 -1.061 -1.098
C 0.882 -0.734 -0.178
N 0.997 -1.674 0.885
O 2.128 -0.477 -0.745
C 0.088 0.625 0.349
C 0.697 1.947 -0.071
H -1.847 -1.198 1.020
H -2.802 0.265 0.687
H -2.827 -1.094 -0.454
H -1.324 0.675 -1.347
H 1.049 -2.610 0.499
H 1.828 -1.487 1.434
H 1.984 -0.131 -1.634
H -0.072 0.561 1.423
H 0.065 2.777 0.245
H 1.681 2.067 0.380
H 0.811 1.999 -1.154
```

These are the Löwdin partial charges, in e, on atoms 1 to 8: number 1, C, carries -0.04; number 2, C, carries -0.23; number 3, O, carries -0.01; number 4, C, carries -0.66; number 5, N, carries 0.13; number 6, O, carries 0.04; number 7, C, carries -0.22; number 8, C, carries -0.06

Most stable: R. Least stable: P.

P.
C5H11NO2 in the gas phase. Source: OMol25; level of theory: ωB97M-V with the def2-TZVPD basis set.

Values from the calculation:
M: 117.1 g/mol
Orbital gap: 0.360 hartree
SMILES string: CCC(=O)[C@H](C)ON
Spin multiplicity: 1
LUMO level: 0.916 eV

The geometry in XYZ format:
```
19
C5H11NO2 | OMol25 | ωB97M-V with the def2-TZVPD basis set
C 1.349 -1.489 -0.370
C 1.551 -0.033 0.050
C 0.492 0.828 -0.680
O 0.648 1.169 -1.830
C -0.636 1.316 0.191
C -0.766 0.917 1.641
O -1.752 0.569 -0.606
N -1.684 -0.765 -1.033
H 2.119 -2.108 0.089
H 1.434 -1.587 -1.449
H 0.382 -1.853 -0.031
H 2.534 0.314 -0.274
H 1.521 0.048 1.133
H -0.773 2.390 0.024
H 0.050 1.331 2.231
H -0.800 -0.165 1.734
H -1.697 1.330 2.028
H -2.397 -1.453 -0.800
H -1.575 -0.757 -2.048
```

These are the Löwdin partial charges, in e, on atoms 1 to 8: number 1, C, carries -0.10; number 2, C, carries -0.16; number 3, C, carries -0.39; number 4, O, carries 0.10; number 5, C, carries -0.21; number 6, C, carries -0.05; number 7, O, carries -0.20; number 8, N, carries 0.01

Q.
C5H11NO2 in the gas phase. Source: OMol25; level of theory: ωB97M-V with the def2-TZVPD basis set.

Values from the calculation:
M: 117.1 g/mol
Orbital gap: 0.377 hartree
SMILES string: CC(=O)NCCCO
Spin multiplicity: 1
LUMO level: 0.762 eV

The geometry in XYZ format:
```
19
C5H11NO2 | OMol25 | ωB97M-V with the def2-TZVPD basis set
C 2.110 0.127 -1.136
C 1.382 1.409 -0.852
O 1.402 2.458 -1.456
N 0.661 1.385 0.341
C 0.189 0.243 1.104
C -1.306 -0.070 0.861
C -1.492 -0.931 -0.365
O -2.425 -2.073 -0.206
H 2.651 -0.217 -0.262
H 1.407 -0.648 -1.448
H 2.755 0.267 -2.001
H 0.103 2.198 0.569
H 0.868 -0.602 1.028
H 0.268 0.539 2.167
H -1.964 0.783 1.030
H -1.572 -0.663 1.744
H -0.595 -1.458 -0.674
H -2.025 -0.432 -1.172
H -2.416 -2.315 0.729
```

These are the Löwdin partial charges, in e, on atoms 1 to 8: number 1, C, carries 0.00; number 2, C, carries -0.52; number 3, O, carries 0.05; number 4, N, carries 0.04; number 5, C, carries -0.21; number 6, C, carries -0.16; number 7, C, carries -0.21; number 8, O, carries -0.10

R.
C5H11NO2 in the gas phase. Source: OMol25; level of theory: ωB97M-V with the def2-TZVPD basis set.

Values from the calculation:
M: 117.1 g/mol
Orbital gap: 0.160 hartree
Spin multiplicity: 1
LUMO level: -3.463 eV

The geometry in XYZ format:
```
19
C5H11NO2 | OMol25 | ωB97M-V with the def2-TZVPD basis set
O 1.039 1.502 -0.244
C 1.878 0.177 -0.386
O 3.039 0.196 0.116
C 0.985 -0.806 0.370
C -0.311 -1.372 -0.289
C -1.391 -0.403 -0.818
C -1.969 0.633 0.020
N -2.896 -0.003 1.143
H 1.753 -0.072 -1.424
H 1.632 -1.585 0.534
H 0.756 -0.269 1.325
H -0.625 -2.269 0.321
H 0.071 -1.753 -1.222
H 0.341 1.429 -0.938
H -1.288 0.051 -1.819
H -1.314 1.247 0.515
H -2.698 1.252 -0.396
H -2.376 -0.530 1.804
H -3.747 -0.445 0.949
```

These are the Löwdin partial charges, in e, on atoms 1 to 8: number 1, O, carries -0.10; number 2, C, carries -0.59; number 3, O, carries -0.01; number 4, C, carries -0.12; number 5, C, carries -0.13; number 6, C, carries 0.09; number 7, C, carries -0.20; number 8, N, carries 0.05

Most stable: Q. Least stable: R.